Entry 1:
Molecular formula: C41H38FN6O4PS3SiV
Method: DFT, wB97M-V/def2-TZVPD

The geometry in ORCA input format:
```
! wB97M-V def2-TZVPD RIJCOSX def2/J DEFGRID3
* xyz 0 2
V 0.064 0.316 0.708
C -3.063 1.704 3.123
Si -1.242 1.744 2.938
C -0.430 2.932 4.065
C 1.169 0.161 4.798
N -0.703 1.952 1.269
C -0.919 3.005 0.371
C -1.815 4.058 0.501
C -1.935 4.992 -0.522
C -1.176 4.887 -1.681
C -0.266 3.843 -1.831
C -0.176 2.959 -0.794
F 0.696 1.893 -0.856
H -3.299 1.322 4.119
H -3.510 1.032 2.388
H -3.530 2.684 3.014
H -0.538 2.633 5.108
H -0.915 3.903 3.945
H 0.629 3.050 3.836
H 1.953 -0.485 5.191
H 1.595 1.145 4.626
H 0.388 0.243 5.550
H -2.425 4.142 1.391
H -2.640 5.804 -0.415
H -1.294 5.608 -2.477
H 0.336 3.709 -2.717
S 1.779 0.144 2.110
C 0.656 -0.442 3.503
N 0.683 -1.874 3.370
N 0.681 -2.639 4.451
C 0.061 -2.518 5.720
C -0.943 -1.604 6.012
C -1.497 -1.585 7.286
C -1.079 -2.478 8.259
C -0.092 -3.407 7.950
C 0.479 -3.426 6.691
N -0.737 0.010 3.144
N -0.993 -0.544 1.855
C -2.028 -1.486 1.640
C -2.433 -2.356 2.647
C -3.448 -3.254 2.379
C -4.050 -3.283 1.123
C -3.628 -2.420 0.124
C -2.614 -1.510 0.380
H 0.911 -3.593 4.194
H -1.303 -0.927 5.252
H -2.280 -0.871 7.507
H -1.523 -2.461 9.245
H 0.243 -4.116 8.695
H 1.254 -4.144 6.451
H -1.949 -2.339 3.610
H -3.762 -3.946 3.149
H -4.834 -3.999 0.918
H -4.060 -2.458 -0.865
H -2.294 -0.855 -0.427
O 2.170 -0.785 -1.906
C 1.428 -1.450 -1.268
O 0.415 -0.834 -0.489
C 1.420 -2.912 -1.092
C 1.922 -3.693 -2.126
C 1.888 -5.075 -2.026
C 1.389 -5.676 -0.882
C 0.946 -4.866 0.145
C 0.925 -3.492 0.069
N 0.461 -5.507 1.388
O 0.228 -4.785 2.339
O 0.323 -6.707 1.389
H 2.300 -3.212 -3.017
H 2.232 -5.684 -2.849
H 1.342 -6.750 -0.777
H 0.547 -2.908 0.899
S -1.707 -4.045 -2.277
P -1.738 -2.637 -3.678
S -1.330 -0.733 -3.232
C -0.576 -3.130 -5.011
C 0.476 -2.306 -5.387
C 1.396 -2.725 -6.344
C 1.259 -3.969 -6.940
C 0.197 -4.793 -6.580
C -0.712 -4.377 -5.622
C -3.345 -2.695 -4.553
C -3.524 -1.922 -5.700
C -4.736 -1.923 -6.366
C -5.793 -2.691 -5.888
C -5.623 -3.462 -4.749
C -4.399 -3.468 -4.087
H 0.561 -1.330 -4.924
H 2.213 -2.074 -6.628
H 1.971 -4.295 -7.688
H 0.082 -5.762 -7.049
H -1.528 -5.027 -5.328
H -2.705 -1.310 -6.061
H -4.863 -1.322 -7.258
H -6.743 -2.689 -6.407
H -6.439 -4.068 -4.379
H -4.237 -4.087 -3.212
*
```

Properties
- ΔE to the lowest compared entry with this formula, charge and spin: 52.0 kcal/mol
- HOMO-LUMO gap (spin up / spin down): 4.314 / 4.379 eV
- <S²>: 0.761

These are the Mulliken partial charges, in e, on atoms 1 to 8: -0.06, -1.08, -0.48, -1.23, -1.69, 0.13, 0.69, -0.47

---

Entry 2:
Molecular formula: C24H55N3O6PS
Method: DFT, wB97M-V/def2-TZVPD

The geometry in ORCA input format:
```
! wB97M-V def2-TZVPD RIJCOSX def2/J DEFGRID3
* xyz -1 1
C 7.266 3.501 1.466
C 6.683 2.628 0.380
C 7.146 2.718 -0.934
C 6.567 1.941 -1.926
C 5.528 1.073 -1.620
C 5.048 0.947 -0.309
C 3.905 0.063 0.034
P 2.257 1.023 0.475
C 1.245 -0.544 0.016
C -0.261 -0.367 0.195
C -0.872 0.562 -0.878
C -1.343 1.932 -0.348
S -2.997 2.257 -0.854
O -3.935 1.473 -0.106
O -3.090 2.283 -2.286
O -3.193 3.773 -0.338
C 5.647 1.746 0.670
H 6.746 4.463 1.509
H 7.161 3.021 2.440
H 8.323 3.706 1.286
H 7.958 3.395 -1.181
H 6.922 2.009 -2.949
H 5.072 0.475 -2.403
H 4.147 -0.532 0.924
H 3.723 -0.629 -0.794
H 2.307 0.545 1.890
H 3.030 2.212 0.841
H 2.192 1.512 -0.942
H 1.021 1.777 0.802
H 1.449 -0.812 -1.030
H 1.595 -1.381 0.636
H -0.452 0.039 1.196
H -0.768 -1.337 0.136
H -0.119 0.754 -1.643
H -1.708 0.059 -1.367
H -0.717 2.742 -0.729
H -1.312 1.974 0.742
H -2.329 4.174 -0.175
H 5.284 1.670 1.691
C -4.344 6.713 1.443
C -3.953 8.185 1.435
C -4.529 8.966 0.247
O -3.907 8.698 -0.992
C -4.395 7.566 -1.690
N -2.496 8.298 1.534
H -3.775 6.143 0.711
H -4.142 6.273 2.419
H -5.405 6.581 1.220
H -4.372 8.650 2.333
H -4.371 10.034 0.428
H -5.612 8.798 0.166
H -5.475 7.454 -1.552
H -3.905 6.641 -1.380
H -4.191 7.726 -2.748
H -2.232 9.270 1.656
H -2.094 8.022 0.643
C -1.144 -4.445 -1.169
C -2.379 -3.724 -1.698
C -3.225 -4.558 -2.666
O -2.669 -4.722 -3.957
C -1.722 -5.761 -4.084
N -1.966 -2.433 -2.240
H -0.353 -4.487 -1.918
H -0.736 -3.913 -0.311
H -1.377 -5.466 -0.858
H -3.029 -3.511 -0.842
H -4.176 -4.044 -2.825
H -3.446 -5.544 -2.232
H -1.990 -6.619 -3.456
H -0.713 -5.436 -3.822
H -1.723 -6.077 -5.127
H -2.778 -1.868 -2.471
H -1.480 -2.582 -3.120
C 0.362 -7.768 3.808
C 0.636 -6.299 3.502
C -0.021 -5.798 2.211
O 0.601 -6.245 1.024
C 0.206 -7.516 0.560
N 2.080 -6.064 3.533
H 0.962 -8.424 3.176
H 0.623 -7.988 4.843
H -0.690 -8.017 3.658
H 0.196 -5.706 4.310
H 0.058 -4.709 2.187
H -1.090 -6.055 2.192
H -0.850 -7.708 0.779
H 0.808 -8.321 0.991
H 0.346 -7.525 -0.522
H 2.267 -5.068 3.472
H 2.483 -6.459 2.688
*
```

Properties
- HOMO-LUMO gap: 6.026 eV

These are the Mulliken partial charges, in e, on atoms 1 to 8: -1.42, 0.78, -0.54, -0.58, -0.69, 0.80, -1.42, 0.00

---

Entry 3:
Molecular formula: C42H40IN5O2P2RhS
Method: DFT, wB97M-V/def2-TZVPD

The geometry in ORCA input format:
```
! wB97M-V def2-TZVPD RIJCOSX def2/J DEFGRID3
* xyz 1 5
Rh -0.069 -0.937 0.987
C -5.391 -1.605 -0.847
C -5.109 -2.285 0.486
N -3.912 -3.108 0.443
C -2.663 -2.728 0.757
S -2.408 -1.193 1.551
N -1.711 -3.593 0.481
N -0.476 -3.149 0.803
C 0.467 -3.992 1.023
C 0.306 -5.475 0.950
C 1.760 -3.396 1.423
C 2.906 -4.161 1.588
C 4.079 -3.547 1.997
C 4.078 -2.184 2.237
C 2.895 -1.487 2.055
N 1.767 -2.073 1.662
H -6.293 -0.995 -0.784
H -5.532 -2.340 -1.641
H -4.555 -0.962 -1.129
H -5.943 -2.924 0.778
H -4.983 -1.546 1.275
H -3.970 -4.010 -0.005
H -0.730 -5.726 0.751
H 0.615 -5.941 1.887
H 0.928 -5.888 0.152
H 2.878 -5.225 1.400
H 4.981 -4.129 2.132
H 4.967 -1.663 2.562
H 2.846 -0.421 2.236
C -2.485 1.182 -1.171
N -1.054 0.878 -1.241
P -0.611 -0.745 -1.547
C -1.752 -1.370 -2.810
C -2.131 -0.603 -3.916
C -2.946 -1.147 -4.892
C -3.380 -2.464 -4.782
C -2.997 -3.232 -3.695
C -2.188 -2.687 -2.705
C 1.003 -0.700 -2.374
C 1.250 0.065 -3.515
C 2.493 0.026 -4.118
C 3.499 -0.779 -3.594
C 3.259 -1.549 -2.468
C 2.011 -1.510 -1.858
P 0.098 1.493 0.063
C 1.306 2.240 -1.064
C 0.855 3.023 -2.126
C 1.761 3.593 -3.007
C 3.120 3.358 -2.853
C 3.572 2.558 -1.813
C 2.670 2.007 -0.916
C -0.951 2.801 0.764
C -1.978 2.457 1.641
C -2.741 3.444 2.246
C -2.481 4.782 1.986
C -1.448 5.130 1.129
C -0.680 4.146 0.523
H -2.979 0.857 -2.084
H -2.619 2.254 -1.055
H -2.969 0.673 -0.326
H -1.795 0.422 -4.013
H -3.240 -0.547 -5.743
H -4.014 -2.889 -5.549
H -3.327 -4.260 -3.614
H -1.890 -3.289 -1.855
H 0.476 0.702 -3.920
H 2.683 0.625 -4.999
H 4.470 -0.804 -4.070
H 4.039 -2.181 -2.062
H 1.817 -2.118 -0.981
H -0.206 3.194 -2.261
H 1.405 4.218 -3.816
H 3.828 3.797 -3.544
H 4.630 2.366 -1.695
H 3.028 1.396 -0.100
H -2.182 1.420 1.863
H -3.535 3.164 2.925
H -3.079 5.553 2.455
H -1.231 6.172 0.934
H 0.137 4.433 -0.127
I 3.441 4.326 7.757
C 2.666 3.359 6.084
C 2.850 3.914 4.824
C 2.335 3.269 3.713
C 1.639 2.073 3.862
C 1.456 1.526 5.128
C 1.970 2.167 6.242
C 1.076 1.376 2.679
O 1.356 1.881 1.526
O 0.382 0.357 2.826
H 3.389 4.845 4.713
H 2.465 3.690 2.725
H 0.904 0.601 5.230
H 1.828 1.745 7.227
*
```

Properties
- ΔE to the lowest compared entry with this formula, charge and spin: 0.0 kcal/mol
- HOMO-LUMO gap (spin up / spin down): 7.214 / 5.638 eV
- <S²>: 6.018

These are the Mulliken partial charges, in e, on atoms 1 to 8: 1.71, -0.63, -0.79, -0.09, 0.46, -0.53, -1.29, 1.25

---

Entry 4:
Molecular formula: C3H4NO2
Method: DFT, wB97M-V/def2-TZVPD

The geometry in ORCA input format:
```
! wB97M-V def2-TZVPD RIJCOSX def2/J DEFGRID3
* xyz 1 1
C -2.845 -1.770 -1.690
C -0.384 0.057 0.681
C 0.423 -0.260 -0.584
N -0.626 -1.025 -0.137
O -3.575 -2.494 -2.153
O -2.114 -0.970 -1.246
H -0.904 1.006 0.637
H -0.166 -0.257 1.704
H 0.343 0.513 -1.341
H 1.366 -0.804 -0.643
*
```

Properties
- ΔE to the lowest compared entry with this formula, charge and spin: 87.5 kcal/mol
- HOMO-LUMO gap: 9.398 eV

These are the Mulliken partial charges, in e, on atoms 1 to 8: 0.68, -0.21, -0.19, 0.04, -0.18, -0.30, 0.30, 0.29

---

Calculated total energy list, top to bottom, in eV: -138339.6738, -62655.7420, -96265.4188, -8749.1932